Density functional theory data (ωB97M-V with the def2-TZVPD basis set) for C54H64N5O3RuS2Si as an isolated structure in a non-equilibrium geometry.

XYZ file:
```
130
Properties=species:S:1:pos:R:3:forces:R:3
Ru -0.036797 1.257029 1.034847 -0.519 0.609 2.310
C 0.954479 -7.161865 0.964504 0.219 -0.396 0.039
O 0.273672 -5.943995 1.017921 -0.846 0.589 -0.403
C -0.904517 -5.841890 0.280860 0.630 0.164 0.308
C -1.593128 -6.932300 -0.198679 -0.579 -0.106 -0.378
C -2.752963 -6.748276 -0.971840 0.453 0.027 0.243
C -3.159843 -5.464154 -1.290887 -0.206 -0.534 -0.144
C -2.465661 -4.367178 -0.827869 0.926 0.103 0.505
C -1.340355 -4.524620 0.012523 -0.646 0.045 -0.427
N -0.614125 -3.485244 0.552920 0.424 -0.573 0.245
C -0.770070 -2.112741 0.381681 0.035 1.245 0.176
N -2.067326 -1.710579 0.495494 0.979 -1.489 -0.238
C -2.714574 -0.511006 0.766027 -0.885 1.495 0.190
C -2.108825 0.713083 1.118494 0.770 -0.526 0.106
C -3.000856 1.739173 1.451527 -0.670 0.448 0.206
C -4.379627 1.642528 1.359935 0.336 -0.082 -0.012
C -4.952662 0.433652 1.000456 -0.271 -0.326 0.021
C -4.125469 -0.643699 0.766285 0.293 -0.039 -0.104
O -4.644798 -1.931205 0.545983 0.510 0.327 -0.187
C -5.813018 -2.235936 1.255239 -0.288 -0.097 0.110
N 0.272310 -1.327365 0.258279 -1.881 0.071 -0.036
C 1.470507 -1.877111 -0.148735 1.075 -0.483 -0.293
C 2.665498 -1.382048 0.397127 -0.656 -0.063 -0.052
C 3.905378 -1.838354 0.013118 0.447 -0.266 -0.127
C 4.022623 -2.843815 -0.929890 -0.287 0.026 0.015
C 2.863464 -3.362114 -1.501691 0.576 -0.161 -0.114
C 1.618107 -2.883268 -1.154325 -0.710 0.293 -0.027
O 0.470346 -3.333449 -1.794473 0.506 0.415 0.549
C 0.614792 -4.208961 -2.868197 0.045 -0.233 -0.324
H 1.925916 -6.987540 1.430036 -0.100 -0.060 -0.043
H 1.101268 -7.500277 -0.069946 -0.004 0.063 0.084
H 0.426291 -7.950911 1.517086 0.066 0.075 -0.028
H -1.249759 -7.938379 0.007340 0.002 0.074 0.039
H -3.292608 -7.611599 -1.330517 -0.061 -0.061 -0.045
H -4.022997 -5.312777 -1.930159 0.044 0.012 0.046
H -2.744768 -3.383444 -1.165177 -0.079 0.151 0.087
H 0.331461 -3.748331 0.809463 -0.169 0.074 0.011
H -2.715656 -2.483225 0.602783 0.220 0.116 0.172
H -2.616860 2.679363 1.819212 0.161 -0.019 -0.087
H -5.011604 2.494126 1.584134 0.025 0.040 0.031
H -6.026659 0.317820 0.939471 -0.053 -0.018 0.027
H -5.865037 -3.324559 1.309278 -0.090 0.009 0.014
H -6.706391 -1.859571 0.738348 0.046 -0.051 0.083
H -5.790234 -1.815193 2.268812 0.027 -0.066 -0.137
H 2.577563 -0.617355 1.146425 -0.071 0.174 0.175
H 4.794146 -1.416580 0.461346 0.023 0.089 0.080
H 4.990323 -3.218164 -1.234113 0.043 -0.038 -0.010
H 2.955623 -4.151743 -2.233755 -0.031 0.037 -0.071
H -0.388222 -4.372011 -3.258671 -0.008 -0.030 0.000
H 1.031066 -5.172198 -2.548457 -0.009 -0.014 -0.047
H 1.247729 -3.792980 -3.663302 -0.037 -0.009 0.076
C -1.390898 5.280954 3.950705 0.118 -0.089 -0.158
C -0.942426 4.339048 2.862962 -0.328 0.578 -1.265
S -0.304476 2.841774 3.411620 0.406 -1.492 -1.012
C -1.088161 4.649448 1.546205 -0.055 -0.224 1.239
C -1.612031 5.994694 1.116113 0.091 -0.103 0.064
S -0.749726 3.560321 0.239060 0.151 -0.300 -0.681
H -1.080119 4.880431 4.912411 -0.039 0.085 0.141
H -2.481021 5.367109 3.943437 -0.092 0.129 0.105
H -0.958620 6.274879 3.827695 -0.027 0.193 0.022
H -2.603267 6.191708 1.525670 -0.202 0.061 0.061
H -1.674955 6.024834 0.033316 -0.026 0.109 -0.151
H -0.952077 6.795820 1.454104 0.058 0.196 0.011
C 1.845603 2.083448 0.094529 0.103 -0.153 -0.207
Si 1.990413 2.430491 -1.738006 -0.405 -0.425 0.988
C 1.082833 0.993687 -2.639273 0.215 0.389 -0.105
N -0.258967 0.748481 -2.124363 0.038 -0.059 -0.375
C -1.229996 1.809684 -2.396375 -0.541 0.186 0.277
C -2.266195 1.469942 -3.479957 0.274 0.037 -0.149
C -1.628740 0.706152 -4.632512 -0.166 -0.005 -0.026
C -1.016818 -0.598464 -4.105860 0.125 0.039 0.189
C -0.780305 -0.522881 -2.581835 0.107 -0.163 -0.107
C 3.839542 2.463581 -2.219289 0.052 -0.114 -0.229
C 4.656921 1.349309 -1.997767 -0.347 0.151 -0.021
C 6.018846 1.397396 -2.211167 0.462 0.002 -0.074
C 6.621928 2.566433 -2.662163 -0.161 0.067 0.001
C 5.829334 3.684100 -2.899157 0.608 -0.105 -0.012
C 4.468620 3.626095 -2.680130 -0.437 -0.092 0.057
C 1.414097 4.092483 -2.468848 -0.055 -0.107 0.069
C 1.382695 5.240525 -1.680064 0.170 -0.184 0.149
C 0.943179 6.451936 -2.174955 0.011 0.349 -0.149
C 0.528703 6.555164 -3.494855 0.042 -0.121 0.006
C 0.602722 5.435426 -4.313303 -0.212 0.419 -0.262
C 1.039379 4.226517 -3.806359 0.245 -0.241 0.175
H 2.087227 2.984754 0.674415 -0.053 -0.048 -0.061
H 2.615440 1.339601 0.319779 0.411 0.004 -0.156
H 1.662717 0.092611 -2.423759 0.227 -0.096 0.020
H 1.094067 1.114942 -3.737163 0.104 -0.002 -0.095
H -0.695651 2.717160 -2.680703 -0.114 -0.036 0.088
H -1.773456 2.027215 -1.467688 0.121 0.086 -0.194
H -2.710968 2.400611 -3.838415 -0.099 0.007 0.062
H -3.064660 0.856967 -3.057256 -0.121 0.052 0.074
H -0.864345 1.337179 -5.092014 0.077 0.003 -0.039
H -2.376914 0.488644 -5.401872 0.075 0.060 -0.073
H -0.072520 -0.808026 -4.613374 0.013 -0.053 -0.051
H -1.684924 -1.439399 -4.307489 -0.021 -0.095 -0.024
H -0.091286 -1.309371 -2.287071 -0.148 0.086 -0.018
H -1.723505 -0.699795 -2.062060 -0.061 -0.072 0.106
H 4.211714 0.434588 -1.633110 -0.053 -0.157 0.092
H 6.628926 0.524184 -2.011808 0.003 -0.060 -0.008
H 7.693504 2.609711 -2.818027 0.010 -0.015 -0.005
H 6.289856 4.605400 -3.242242 -0.043 -0.012 -0.007
H 3.874198 4.511128 -2.861685 -0.057 0.063 -0.021
H 1.711683 5.169380 -0.654815 -0.118 0.003 0.192
H 0.922287 7.327701 -1.537841 -0.040 -0.020 0.080
H 0.155497 7.497885 -3.877779 0.021 -0.002 -0.047
H 0.305442 5.517580 -5.352726 -0.014 -0.052 -0.036
H 1.104399 3.368414 -4.466814 -0.098 -0.050 -0.019
C -0.869897 -1.900218 5.926443 -0.066 0.152 -0.109
N -1.457327 -1.331595 4.732440 -0.003 -0.225 0.091
C -1.691741 0.091300 4.889534 -0.021 -0.019 0.006
C -0.705976 -1.604659 3.500095 -0.114 0.017 -0.184
C 0.669601 -0.978033 3.441100 -0.235 0.055 -0.210
C 1.682955 -1.599890 4.168692 0.021 -0.039 0.040
C 2.897745 -0.981406 4.394622 0.212 -0.217 0.214
C 3.106892 0.280888 3.870380 0.045 0.072 -0.024
C 2.146626 0.844299 3.045286 0.254 0.234 0.276
C 0.920020 0.226852 2.762895 0.019 0.567 -1.298
H -1.554370 -1.736185 6.764362 0.008 -0.036 0.007
H 0.102316 -1.452278 6.188398 -0.028 -0.033 0.056
H -0.731690 -2.975594 5.791649 0.037 -0.055 0.035
H -2.408767 0.250852 5.699027 -0.034 0.042 0.037
H -2.097625 0.489007 3.960142 -0.002 0.121 0.046
H -0.773457 0.650564 5.111639 -0.053 0.044 0.013
H -1.318296 -1.197385 2.698124 0.114 -0.067 0.042
H -0.644196 -2.694151 3.396174 0.002 -0.037 -0.047
H 1.502143 -2.592758 4.565302 -0.032 -0.053 0.136
H 3.655467 -1.458672 5.006423 0.037 -0.075 -0.033
H 4.022662 0.819280 4.090550 0.043 0.017 -0.059
H 2.365016 1.821427 2.630378 -0.134 -0.102 -0.086
```
Positions in Å, forces in eV/Å.

Computed properties:
spin multiplicity: 2
ΔE to the lowest compared entry with this formula, charge and spin: 252.1 kJ/mol
lowest unoccupied orbital energy (spin up / spin down): 3.53 / 3.53 eV
calculated total energy: -102756.965 eV
<S²>: 0.854
charge: -2
HOMO-LUMO gap (spin up / spin down): 3.56 / 3.62 eV
highest occupied orbital energy (spin up / spin down): -0.03 / -0.09 eV

Density functional theory data (ωB97M-V with the def2-TZVPD basis set) for one molecule with the formula C4H11NO in a non-equilibrium geometry.

XYZ file:
```
17
Properties=species:S:1:pos:R:3:forces:R:3
C 1.783442 -0.963321 0.002020 0.890 -0.376 -1.174
N 0.719856 0.024234 -0.320792 0.762 -0.930 -0.700
C 0.953922 1.335262 0.132340 1.684 1.608 1.788
C -0.494132 -0.445569 0.230420 -0.821 -1.092 1.240
C -1.694528 0.189200 -0.363023 -1.058 1.752 -0.710
O -2.972666 -0.152574 0.247723 -0.151 -3.227 -3.160
H 1.779518 -1.290391 1.089887 0.140 0.519 -1.062
H 1.681591 -1.889186 -0.664657 -0.392 1.128 1.075
H 2.804274 -0.606606 -0.342548 -1.179 0.052 0.858
H 1.136638 1.262664 1.289155 -0.036 0.758 -1.628
H 1.790306 1.824121 -0.408133 0.018 -0.525 0.638
H 0.147910 2.058562 -0.049061 -0.147 -0.674 0.152
H -0.445792 -1.498814 -0.067167 -0.822 -0.199 0.793
H -0.604681 -0.261226 1.345023 0.579 -0.698 -0.623
H -1.566811 0.092345 -1.433386 -0.900 -0.877 -0.644
H -1.663478 1.287361 -0.347554 0.112 -0.160 0.811
H -3.355364 -0.966057 -0.340245 1.322 2.942 2.345
```
Positions in Å, forces in eV/Å.

Computed properties:
ΔE to the lowest compared entry with this formula, charge and spin: 235.5 kJ/mol
SMILES string: CN(C)CCO
lowest unoccupied orbital energy: 0.88 eV
calculated total energy: -7862.113 eV
HOMO-LUMO gap: 9.68 eV
highest occupied orbital energy: -8.80 eV